Here is a structure of composition C5H10O2 from the Open Molecules 2025 dataset. Energies are from the ωB97M-V functional and the def2-TZVPD basis.

The geometry in ORCA input format:
```
! wB97M-V def2-TZVPD RIJCOSX def2/J DEFGRID3
* xyz 0 1
C -2.006 -0.210 -0.058
C -0.609 0.291 0.400
O -0.849 1.175 1.439
C 0.382 -0.803 0.419
C 0.805 0.436 -0.375
C 2.046 0.322 0.542
O 1.367 -0.598 1.413
H -2.658 0.559 -0.485
H -1.964 -1.088 -0.715
H -2.505 -0.547 0.874
H -0.612 -0.512 -2.579
H 0.025 1.446 1.736
H 0.189 -1.808 0.055
H 0.103 -0.463 -2.399
H 0.915 0.870 -1.355
H 2.512 1.181 1.044
H 2.859 -0.250 0.046
*
```

Properties
Frontier orbital gap, eV: 9.834
Energy above the lowest of the compared OMol25 structures with the same formula, charge and spin, kcal/mol: 124.5
Highest occupied orbital energy, eV: -8.90
Energy, eV: -9437.646